{"formula": "C9H16OS2", "method": "ωB97M-V with the def2-TZVPD basis set", "smiles": "CSC(=S)O[C@H]1CCCC[C@@H]1C", "e_above_lowest_ev": 0.032, "homo_lumo_gap_ev": 8.68, "energy_ha": -1224.1309, "charge": 0, "e_homo_ev": -8.60, "symbols": ["S", "O", "S", "C", "C", "C", "C", "C", "C", "C", "C", "C", "H", "H", "H", "H", "H", "H", "H", "H", "H", "H", "H", "H", "H", "H", "H", "H"], "coordinates": [[-1.018, 2.484, 2.146], [-1.195, 0.860, 0.005], [-3.628, 1.768, 0.941], [-1.876, 1.554, 1.014], [-4.130, 0.237, 0.000], [0.614, 1.027, -2.211], [1.608, -1.156, 1.531], [2.381, -1.448, 0.260], [0.148, -0.720, 1.264], [2.238, -0.360, -0.816], [0.149, 0.443, 0.268], [0.789, -0.010, -1.055], [-3.708, 0.166, -0.994], [-3.838, -0.680, 0.506], [-5.237, 0.214, -0.053], [1.179, 1.943, -1.978], [0.984, 0.604, -3.154], [-0.439, 1.299, -2.336], [1.639, -2.040, 2.192], [2.097, -0.354, 2.100], [3.421, -1.578, 0.529], [2.022, -2.409, -0.157], [-0.406, -1.570, 0.833], [-0.324, -0.518, 2.207], [2.784, 0.532, -0.481], [2.715, -0.669, -1.764], [0.688, 1.291, 0.641], [0.343, -0.911, -1.438]], "atomic_forces_ev_per_a": [[-1.335, -1.173, -1.058], [-2.711, 0.606, 1.512], [0.854, -1.716, -0.864], [2.531, 1.204, -0.266], [-0.542, 0.111, 0.296], [0.229, -0.107, 0.773], [-0.429, 0.183, 0.468], [-0.234, -0.401, -0.530], [0.878, -0.737, -0.476], [0.709, 0.064, 0.363], [-0.058, -1.138, -0.292], [-0.380, 1.119, -0.959], [0.034, 0.462, -0.186], [0.158, 0.176, 0.410], [0.635, 0.313, -0.011], [-0.142, -0.204, -0.165], [-0.033, 0.132, 0.256], [0.214, -0.079, 0.006], [-0.134, 0.308, -0.257], [0.010, -0.014, -0.132], [0.348, -0.140, -0.121], [0.158, 0.313, 0.114], [0.092, 0.249, -0.139], [-0.298, 0.554, 0.379], [-0.054, 0.017, -0.051], [-0.217, 0.026, 0.387], [0.417, 0.482, 0.333], [-0.703, -0.610, 0.211]], "lowdin_charge": [0.629, -0.154, 0.859, -1.069, -0.358, -0.042, -0.191, -0.203, -0.133, -0.178, -0.342, -0.323, 0.030, 0.034, 0.040, 0.086, 0.079, 0.072, 0.116, 0.118, 0.103, 0.120, 0.129, 0.096, 0.124, 0.124, 0.100, 0.136]}

=====

{"formula": "C9H16Si", "method": "ωB97M-V with the def2-TZVPD basis set", "e_above_lowest_ev": 5.448, "homo_lumo_gap_ev": 6.65, "energy_ha": -641.7691, "charge": 0, "e_homo_ev": -7.23, "symbols": ["C", "C", "C", "C", "C", "C", "C", "C", "C", "Si", "H", "H", "H", "H", "H", "H", "H", "H", "H", "H", "H", "H", "H", "H", "H", "H"], "coordinates": [[1.637, -1.800, 1.271], [0.328, -1.427, 1.288], [2.541, -1.272, 0.293], [-0.074, -0.332, 0.596], [2.068, -0.364, -0.543], [-1.388, 1.822, 0.319], [-2.471, -0.324, 1.100], [-1.456, -0.147, -1.407], [-1.394, 0.192, 0.052], [2.648, 1.111, -1.487], [1.857, -2.492, 2.074], [-0.223, -2.078, 1.869], [3.491, -1.578, 0.426], [0.794, 0.025, -0.089], [-1.289, 2.063, 1.372], [-0.494, 2.239, -0.216], [-2.281, 2.214, -0.056], [-3.249, 0.551, 1.307], [-1.935, -0.663, 2.043], [-3.012, -1.309, 0.874], [-1.028, -1.211, -1.398], [-0.791, 0.513, -2.101], [-2.462, -0.332, -1.879], [3.407, 0.600, -2.684], [3.415, 2.183, -0.865], [1.361, 1.817, -2.158]], "atomic_forces_ev_per_a": [[1.887, -1.129, -0.514], [0.115, 2.180, -1.287], [-3.969, -0.772, 2.531], [-0.610, -0.177, -0.495], [-0.603, 1.174, -1.346], [2.367, -2.308, -0.767], [-1.114, -0.407, 0.259], [0.272, -2.115, -1.963], [0.171, 2.251, 3.009], [-1.669, 0.468, -1.840], [0.998, -0.132, -0.378], [-1.846, -0.686, 1.242], [3.427, -0.557, -0.011], [0.772, 0.740, 0.020], [-0.010, -0.218, 0.146], [-0.897, -0.181, 0.365], [-1.365, 0.777, -0.696], [1.564, -2.169, -0.264], [-0.708, 1.200, -0.861], [0.511, 1.524, -0.414], [-0.339, 1.388, -0.680], [-1.206, -1.109, 1.425], [0.735, 0.882, 0.660], [-0.077, 0.016, 0.543], [0.239, 0.143, 0.382], [1.356, -0.782, 0.937]], "lowdin_charge": [-0.119, -0.136, -0.172, -0.063, -0.225, -0.042, -0.056, -0.071, -0.544, 0.606, 0.097, 0.096, 0.076, 0.020, 0.072, 0.071, 0.044, 0.112, 0.074, 0.091, 0.106, 0.098, 0.088, -0.071, -0.106, -0.047]}

=====

{"formula": "C9H16Si", "method": "ωB97M-V with the def2-TZVPD basis set", "e_above_lowest_ev": 6.438, "homo_lumo_gap_ev": [5.98, 5.98], "energy_ha": -641.7327, "charge": 0, "e_homo_ev": [-6.87, -6.87], "symbols": ["C", "C", "C", "C", "C", "C", "C", "C", "C", "Si", "H", "H", "H", "H", "H", "H", "H", "H", "H", "H", "H", "H", "H", "H", "H", "H"], "coordinates": [[0.917, 1.662, 0.165], [1.826, 0.785, 0.642], [-0.298, 1.141, -0.273], [0.877, -1.693, 0.136], [3.024, 1.074, 1.395], [-1.487, 1.972, -0.685], [1.637, -2.040, -1.175], [-1.711, -0.618, 1.600], [-2.122, -1.261, -1.284], [-0.771, -0.638, -0.018], [1.057, 2.735, -0.004], [3.834, 0.460, 0.900], [2.977, 0.680, 2.405], [3.129, 2.123, 1.531], [-1.532, 3.044, -0.814], [-2.178, 1.839, 0.144], [-1.976, 1.451, -1.426], [1.721, -1.177, -1.859], [1.285, -2.964, -1.711], [2.643, -2.257, -0.875], [-1.216, -1.198, 2.396], [-1.893, 0.284, 2.027], [-2.600, -1.257, 1.514], [-3.129, -0.955, -1.160], [-1.915, -0.885, -2.296], [-2.101, -2.306, -1.276]], "atomic_forces_ev_per_a": [[-1.927, 1.052, -1.824], [-0.400, -3.577, 0.470], [0.043, 2.023, -0.021], [-0.808, 0.714, -0.800], [0.368, -0.850, -0.548], [0.721, 0.289, 2.172], [-0.349, 0.890, 0.572], [0.670, -3.745, -0.075], [1.728, 2.171, -0.490], [0.821, -2.158, 0.065], [0.210, 0.135, 0.427], [-0.387, 1.126, 0.564], [-0.309, -0.551, 0.156], [1.064, 1.147, -0.190], [0.956, 0.298, -0.378], [-0.323, -0.187, 0.468], [-1.106, -0.838, -2.105], [-0.297, -0.481, -0.232], [-0.202, 0.922, 0.641], [0.735, -0.373, 0.056], [0.605, 0.289, -0.363], [-0.949, 2.817, 1.022], [-0.317, 0.678, -0.305], [-1.024, 0.426, 0.849], [0.370, -0.438, 0.018], [0.108, -1.781, -0.149]], "lowdin_charge": [-0.158, -0.075, -0.227, -0.099, -0.105, -0.074, -0.273, -0.177, -0.173, 0.533, 0.113, 0.113, 0.090, 0.057, 0.086, 0.088, 0.035, 0.047, 0.080, 0.021, 0.041, -0.018, 0.037, 0.010, 0.029, -0.002]}

=====

- charge of number 3 (C9H16Si)?
  0